Molecular formula: C6H12OS
Method: DFT, ωB97M-V/def2-TZVPD

* HOMO energy: -0.31252 Eh
* charge: 0
* frontier orbital gap: 0.343 Eh
* relative energy (zero: lowest compared OMol25 entry of this formula, charge and spin): 16.77 kcal/mol
* E_tot: -709.21264 hartree
* SMILES: CS[C@@]1(C)CC[C@@H]1O

Each atom is followed by the atoms it is bonded to, with distances in Å.
CARTESIAN COORDINATES (ANGSTROEM)
1 C -1.5242 0.2862 2.3288  S2 1.800, H9 1.088, H10 1.087, H11 1.118
2 S -1.6023 0.9791 0.6690  C1 1.800, C3 1.818
3 C -0.1059 0.2520 -0.0629  S2 1.818, C4 1.523, C5 1.558, C7 1.557
4 C 1.1697 0.8346 0.5307  C3 1.523, H12 1.093, H13 1.077, H14 1.088
5 C -0.0540 -1.3002 -0.1865  C3 1.558, C6 1.550, H15 1.099, H16 1.106
6 C 0.4470 -1.1408 -1.6441  C5 1.550, C7 1.557, H17 1.101, H18 1.120
7 C -0.1116 0.3126 -1.6187  C3 1.557, C6 1.557, O8 1.391, H19 1.108
8 O 0.5626 1.3321 -2.2822  C7 1.391, H20 0.949
9 H -0.6859 0.6752 2.9025  C1 1.088
10 H -1.4853 -0.7993 2.2795  C1 1.087
11 H -2.4854 0.5710 2.8250  C1 1.118
12 H 2.0532 0.3774 0.0787  C4 1.093
13 H 1.1878 1.8954 0.3471  C4 1.077
14 H 1.1996 0.6690 1.6060  C4 1.088
15 H 0.5792 -1.8435 0.5288  C5 1.099
16 H -1.0628 -1.7523 -0.1415  C5 1.106
17 H 1.5466 -1.1303 -1.7047  C6 1.101
18 H 0.0406 -1.8554 -2.4046  C6 1.120
19 H -1.1501 0.3305 -2.0043  C7 1.108
20 H 1.4810 1.3065 -2.0465  O8 0.949

The net atomic charges from natural (NBO), expressed in e, are:
1. C -0.756
2. S 0.215
3. C -0.176
4. C -0.635
5. C -0.425
6. C -0.431
7. C 0.099
8. O -0.694
9. H 0.210
10. H 0.213
11. H 0.237
12. H 0.200
13. H 0.226
14. H 0.218
15. H 0.210
16. H 0.218
17. H 0.199
18. H 0.218
19. H 0.192
20. H 0.463